[1]
Formula: C28H25F5IrNOS
Source: the OMol25 dataset
Level of theory: ωB97M-V with the def2-TZVPD basis set

Computed properties:
HOMO (spin up / spin down): -4.1 / -8.7 eV
lowest unoccupied orbital energy (spin up / spin down): 0.203 / -2.086 eV
multiplicity: 5
total energy: -60233.636 eV
net charge: 0
gap between HOMO and LUMO (spin up / spin down): 4.3 / 6.6 eV

Last column: Löwdin spin population.
Positions of all 62 atoms, in Å:
1 Ir 0.224 -0.730 0.931  0.863
2 S -0.995 1.169 2.608  0.827
3 F 1.275 -0.714 6.849  0.001
4 F -0.878 3.526 7.057  -0.006
5 F -1.545 3.306 4.418  0.047
6 F 0.646 -0.952 4.268  0.029
7 F 0.550 1.516 8.278  0.094
8 O -3.001 -0.199 -3.626  0.000
9 N -1.544 1.516 -3.560  0.000
10 C 3.426 0.537 -4.230  0.000
11 C 1.724 -0.154 -0.442  0.047
12 C -1.993 -1.366 1.216  0.109
13 C -0.195 -2.676 1.838  0.025
14 C -3.390 -1.844 -1.374  0.002
15 C -1.202 -2.501 -2.395  0.001
16 C 2.252 -1.009 0.597  0.070
17 C -0.513 2.430 6.361  0.060
18 C 1.001 0.445 -4.278  0.000
19 C 2.126 2.250 -3.118  0.000
20 C 1.344 1.086 0.172  0.028
21 C -1.554 -0.097 -1.709  -0.001
22 C -0.380 2.245 -3.088  0.000
23 C 0.234 0.174 4.918  0.186
24 C 2.247 -0.096 -4.632  0.000
25 C 0.209 1.410 6.981  0.356
26 C -0.496 1.183 4.250  0.420
27 C -1.352 -1.822 0.012  0.021
28 C 0.580 0.277 6.255  0.081
29 C -1.279 -1.884 2.323  0.149
30 C 1.714 1.040 1.544  0.229
31 C 3.364 1.711 -3.469  0.000
32 C -0.856 2.311 5.020  0.224
33 C -1.882 -1.577 -1.382  0.001
34 C -2.099 0.386 -3.031  0.000
35 C -0.277 -2.711 0.401  0.083
36 C 0.942 1.614 -3.505  0.000
37 C 2.241 -0.249 1.820  0.006
38 H -0.438 3.272 -3.479  0.000
39 H 0.077 -0.030 -4.620  0.000
40 H 2.599 -0.610 2.781  -0.001
41 H -3.908 -1.166 -0.690  0.000
42 H 0.547 -3.205 2.427  0.000
43 H 0.336 -3.281 -0.293  0.007
44 H 4.276 2.215 -3.148  0.000
45 H 2.053 3.173 -2.535  0.000
46 H 2.273 -1.009 -5.227  0.000
47 H -1.352 -3.547 -2.104  0.001
48 H 2.624 -2.018 0.451  0.005
49 H 4.393 0.119 -4.512  0.000
50 H 1.621 1.860 2.248  0.015
51 H -0.412 2.316 -1.987  0.000
52 H -1.944 0.571 -0.918  0.000
53 H -0.127 -2.301 -2.474  0.000
54 H -1.519 -1.695 3.361  0.006
55 H -0.457 0.020 -1.711  -0.001
56 H -1.658 -2.341 -3.378  0.000
57 H -1.997 1.847 -4.402  0.000
58 H -3.579 -2.879 -1.063  0.000
59 H -2.865 -0.716 1.219  0.010
60 H 0.889 1.930 -0.341  0.001
61 H 1.684 -0.392 -1.499  0.003
62 H -3.783 -1.685 -2.382  0.000

[2]
Formula: C26H32N4O4S
Source: the OMol25 dataset
Level of theory: ωB97M-V with the def2-TZVPD basis set

Computed properties:
HOMO: -7.6 eV
lowest unoccupied orbital energy: 0.118 eV
total energy: -52466.678 eV
net charge: 0
gap between HOMO and LUMO: 7.7 eV
relative energy (zero: lowest compared OMol25 entry of this formula, charge and spin): 2.0673 eV
SMILES: CCN1CCN(CCNC(=O)c2ccc3c(c2)NC(=O)/C(=C\c2ccc(OC)c(OC)c2)S3)CC1

Last column: natural (NBO) charge in e.
Positions of all 67 atoms, in Å:
1 S -1.732 -1.465 0.235  0.319
2 O -0.087 -0.402 -3.077  -0.595
3 O -1.159 -7.172 -4.303  -0.523
4 O 0.236 -5.850 -6.470  -0.489
5 O 3.498 2.078 2.511  -0.631
6 N 0.871 4.288 3.725  -0.464
7 N 0.533 0.100 -1.000  -0.609
8 N 2.230 2.113 4.382  -0.595
9 N -0.754 4.765 1.463  -0.450
10 C 1.492 0.815 2.481  -0.131
11 C -0.184 -3.112 -4.165  -0.199
12 C -1.565 4.533 0.284  -0.200
13 C -0.849 -3.677 -3.076  -0.037
14 C -0.455 -0.614 1.094  -0.213
15 C -1.299 4.208 2.682  -0.225
16 C 1.508 0.760 1.092  -0.214
17 C -0.455 -0.592 2.483  -0.210
18 C -0.952 -1.784 -1.338  -0.296
19 C -0.850 -5.834 -4.234  0.274
20 C 1.438 4.858 2.518  -0.237
21 C -1.234 -2.995 -1.865  -0.126
22 C 0.540 0.061 0.385  0.210
23 C -1.848 -7.764 -3.231  -0.251
24 C 1.706 4.434 4.900  -0.221
25 C 2.504 1.715 3.112  0.673
26 C 0.634 4.374 1.315  -0.220
27 C 0.141 -3.891 -5.251  -0.242
28 C -0.168 -5.249 -5.323  0.269
29 C 0.504 0.119 3.175  -0.198
30 C -0.031 -7.209 -6.736  -0.240
31 C -1.175 -5.041 -3.150  -0.283
32 C 2.795 3.341 4.890  -0.236
33 C -0.497 4.733 3.871  -0.215
34 C -1.710 3.077 -0.177  -0.638
35 C -0.162 -0.671 -1.893  0.649
36 H -1.270 -7.717 -2.302  0.177
37 H -2.361 3.035 -1.047  0.218
38 H 1.140 0.783 -1.435  0.418
39 H 1.073 4.291 5.780  0.191
40 H 0.057 -2.064 -4.172  0.256
41 H 1.421 5.962 2.553  0.170
42 H -1.692 -5.482 -2.313  0.211
43 H -2.557 4.943 0.493  0.190
44 H 0.392 -7.390 -7.724  0.189
45 H -0.574 5.834 3.901  0.170
46 H -1.103 -7.414 -6.756  0.183
47 H 0.449 -7.866 -6.008  0.184
48 H -1.849 -3.613 -1.217  0.206
49 H -1.124 5.120 -0.528  0.191
50 H -2.829 -7.304 -3.076  0.177
51 H 2.471 4.524 2.412  0.218
52 H 2.175 5.428 4.978  0.183
53 H 0.652 -3.462 -6.099  0.227
54 H -1.228 -1.131 3.009  0.223
55 H 3.185 3.189 5.900  0.200
56 H 3.623 3.605 4.229  0.232
57 H -0.744 2.662 -0.453  0.198
58 H -2.144 2.460 0.606  0.205
59 H -1.982 -8.807 -3.515  0.201
60 H 1.307 1.912 4.734  0.389
61 H -0.912 4.328 4.798  0.194
62 H 1.029 4.827 0.404  0.202
63 H 0.485 0.103 4.254  0.211
64 H -2.343 4.516 2.774  0.201
65 H 0.748 3.280 1.249  0.171
66 H -1.250 3.104 2.696  0.168
67 H 2.289 1.292 0.567  0.241

[3]
Formula: C26H41NaOSSb
Source: the OMol25 dataset
Level of theory: ωB97M-V with the def2-TZVPD basis set

Computed properties:
HOMO: -11.2 eV
lowest unoccupied orbital energy: -2.694 eV
total energy: -51458.946 eV
net charge: +1
gap between HOMO and LUMO: 8.5 eV
relative energy (zero: lowest compared OMol25 entry of this formula, charge and spin): 0.0000 eV

Last column: natural (NBO) charge in e.
Positions of all 71 atoms, in Å:
1 Sb -1.648 -0.255 1.895  0.921
2 S 2.057 -0.406 -1.309  1.228
3 Na -1.065 0.302 -1.041  0.931
4 O 0.677 -0.073 -1.862  -1.087
5 C -4.459 0.699 1.584  -0.634
6 C 2.556 -1.906 -3.603  -0.086
7 C -0.214 -1.726 4.262  -0.632
8 C 0.720 1.553 2.289  -0.631
9 C 3.783 -1.886 -4.261  -0.161
10 C 2.514 1.833 -2.839  0.048
11 C 1.087 3.837 -4.142  -0.205
12 C 2.082 2.955 -2.139  -0.243
13 C 1.372 3.955 -2.786  -0.207
14 C -4.334 -1.656 2.317  -0.631
15 C -1.462 2.743 2.154  -0.631
16 C 3.843 -1.769 -5.643  -0.222
17 C 3.244 0.725 -2.136  -0.634
18 C 2.512 -1.968 -2.103  -0.608
19 C -0.754 1.687 4.283  -0.636
20 C -3.957 0.171 3.976  -0.632
21 C 0.656 -2.135 1.953  -0.637
22 C -3.734 -0.265 2.531  -0.303
23 C 2.669 -1.675 -6.380  -0.198
24 C -1.455 -3.200 2.673  -0.630
25 C 1.519 2.720 -4.844  -0.189
26 C -0.606 -1.934 2.802  -0.308
27 C 1.441 -1.712 -5.731  -0.203
28 C 2.228 1.718 -4.193  -0.226
29 C -0.737 1.541 2.763  -0.304
30 C 1.383 -1.829 -4.351  -0.190
31 H 2.712 -1.586 -7.457  0.228
32 H -4.033 -2.365 3.085  0.216
33 H 2.316 3.058 -1.084  0.211
34 H -3.743 1.229 4.122  0.209
35 H 0.525 -1.655 -6.305  0.225
36 H 1.053 4.833 -2.240  0.222
37 H 1.316 0.773 2.763  0.213
38 H 4.802 -1.759 -6.142  0.228
39 H -4.093 1.723 1.646  0.210
40 H 1.174 2.515 2.551  0.219
41 H 0.536 4.617 -4.650  0.224
42 H -1.054 -1.439 4.897  0.214
43 H 3.824 0.132 -2.840  0.255
44 H -2.475 2.854 2.540  0.216
45 H 0.188 -2.667 4.655  0.219
46 H 1.260 -2.935 2.397  0.221
47 H -4.392 0.374 0.542  0.203
48 H -4.092 -2.087 1.342  0.207
49 H 0.426 -1.857 -3.849  0.218
50 H -0.200 0.903 4.793  0.216
51 H 3.899 1.092 -1.347  0.247
52 H -5.013 0.020 4.233  0.220
53 H 3.476 -2.241 -1.667  0.248
54 H 0.820 1.437 1.204  0.191
55 H 1.766 -2.669 -1.725  0.251
56 H -0.275 2.640 4.543  0.214
57 H 0.569 -0.976 4.371  0.208
58 H 0.400 -2.448 0.935  0.202
59 H -2.244 -3.250 3.422  0.216
60 H -1.521 2.705 1.061  0.192
61 H -5.425 -1.567 2.368  0.219
62 H -3.365 -0.401 4.693  0.211
63 H -5.523 0.716 1.844  0.223
64 H -0.915 3.657 2.412  0.220
65 H -0.802 -4.066 2.835  0.217
66 H -1.760 1.713 4.696  0.217
67 H 1.307 2.629 -5.901  0.222
68 H 4.702 -1.971 -3.690  0.207
69 H -1.910 -3.318 1.687  0.208
70 H 1.287 -1.249 1.882  0.209
71 H 2.555 0.839 -4.739  0.223

Which of these has the highest net charge?
C26H41NaOSSb